# 1
70
Properties=species:S:1:pos:R:3:forces:R:3 method="wB97M-V/def2-TZVPD" spin_multiplicity=5 s2=6.015 homo_lumo_gap_ev="7.2 / 4.9" total_charge=+1 e_homo_ev="-9.77 / -10.85"
Pd 0.963 -0.220 0.766 1.0127 0.2648 -0.1554
Br 7.704 -0.341 -0.737 -0.0258 0.0022 0.0059
C 5.880 -0.297 -0.303 -0.0290 0.0163 0.0396
C 5.473 0.079 0.968 -0.0042 -0.0230 -0.0670
C 4.118 0.093 1.239 0.0594 -0.0340 0.0454
N 3.192 -0.239 0.337 -0.1394 -0.0402 0.1298
C 3.596 -0.598 -0.883 -0.0360 0.0436 -0.0770
C 4.927 -0.640 -1.250 0.0264 0.0108 0.0235
H 6.187 0.351 1.731 0.0016 0.0019 0.0028
H 3.765 0.376 2.223 -0.0027 -0.0137 -0.0221
H 2.822 -0.861 -1.593 -0.0149 -0.0106 0.0058
H 5.208 -0.933 -2.250 0.0036 -0.0037 -0.0045
C -0.828 5.061 -2.598 -0.0155 0.0000 0.0174
C -0.996 4.632 -1.147 -0.0315 0.0073 -0.0056
N 0.102 3.791 -0.662 0.0488 -0.0085 -0.0160
C 1.342 4.475 -0.294 0.0120 -0.0021 -0.0206
C 2.451 4.376 -1.338 -0.0015 0.0065 0.0037
C 0.016 2.454 -0.612 0.0065 0.0002 -0.0151
C -1.264 1.794 -1.013 -0.0040 -0.0237 -0.0083
N 1.013 1.695 -0.236 -0.0992 -0.1624 0.0731
H -1.704 5.621 -2.923 -0.0075 0.0121 -0.0026
H -0.715 4.194 -3.250 -0.0037 -0.0091 -0.0099
H 0.043 5.702 -2.727 0.0169 0.0065 -0.0025
H -1.934 4.100 -1.013 0.0205 0.0152 -0.0024
H -1.041 5.506 -0.495 -0.0161 -0.0060 -0.0067
H 1.681 4.091 0.674 0.0044 0.0237 -0.0028
H 1.088 5.522 -0.131 -0.0070 -0.0199 0.0068
H 2.761 3.348 -1.522 -0.0135 -0.0114 0.0047
H 3.321 4.938 -1.000 0.0137 -0.0031 0.0026
H 2.126 4.796 -2.288 0.0004 0.0095 -0.0059
H -2.072 2.068 -0.334 0.0001 -0.0220 0.0169
H -1.141 0.716 -0.974 -0.0204 0.0309 -0.0172
H -1.547 2.081 -2.026 -0.0053 0.0127 0.0065
H 1.836 2.208 0.054 0.0470 -0.0193 -0.1222
C 1.635 -6.033 0.372 -0.0065 -0.0394 0.0131
N 1.513 -4.673 -0.101 0.0096 0.0956 0.0069
C 1.029 -4.331 -1.432 0.0395 -0.0342 -0.0069
C 1.019 -2.834 -1.313 0.0429 0.0058 -0.0353
O 0.096 -2.113 -2.081 0.0959 0.0672 -0.0012
N 1.204 -2.455 -0.003 -0.4065 0.2230 -0.1299
C 1.497 -3.566 0.666 0.1099 0.0001 -0.0229
N 1.836 -3.588 1.970 -0.1087 0.0115 0.0068
H 0.696 -6.411 0.785 0.0085 -0.0069 0.0006
H 2.421 -6.104 1.124 0.0084 -0.0098 0.0049
H 1.928 -6.667 -0.462 -0.0019 -0.0045 0.0050
H 0.021 -4.732 -1.614 -0.0097 0.0425 0.0120
H 1.695 -4.716 -2.207 -0.0148 -0.0072 0.0072
H 1.503 -2.803 2.512 0.0150 -0.0031 0.0111
H 1.795 -4.474 2.446 0.0355 -0.0002 -0.0151
O -1.132 0.344 1.749 -0.0585 -0.2139 0.1495
S -0.523 -0.111 3.004 -0.3592 -0.0738 0.1083
O -1.272 0.037 4.199 0.0152 0.0072 -0.0162
O 0.189 -1.383 2.808 -0.0845 0.0202 0.2119
S 1.168 1.159 2.977 -0.0250 -0.0364 -0.1635
F -7.520 0.741 1.319 0.0069 -0.0093 0.0028
C -6.933 -0.363 1.809 -0.0105 0.0073 0.0085
F -7.815 -1.371 1.678 0.0086 0.0077 0.0036
F -6.751 -0.171 3.126 0.0021 -0.0094 -0.0241
C -5.639 -0.672 1.107 0.0047 -0.0061 0.0040
C -5.409 -0.194 -0.175 -0.0403 0.0010 0.0454
C -4.229 -0.510 -0.824 0.0171 -0.0186 0.0321
C -3.274 -1.306 -0.193 -0.0600 0.1108 -0.0018
C -3.517 -1.788 1.093 -0.0075 0.0200 0.0074
C -4.697 -1.472 1.741 -0.0063 0.0236 -0.0210
C -2.041 -1.597 -0.861 0.2793 -0.1592 -0.1789
C -1.023 -1.830 -1.455 -0.2825 -0.0562 0.1692
H -6.150 0.424 -0.662 -0.0131 0.0044 -0.0005
H -4.041 -0.144 -1.824 -0.0024 -0.0019 -0.0099
H -2.772 -2.398 1.587 0.0100 -0.0083 -0.0101
H -4.880 -1.834 2.743 -0.0077 -0.0009 0.0065


# 2
59
Properties=species:S:1:pos:R:3:forces:R:3 method="wB97M-V/def2-TZVPD" spin_multiplicity=6 s2=8.794 homo_lumo_gap_ev="4.6 / 4.1" de_lowest_ev=1.332 total_charge=+1 e_homo_ev="-7.09 / -10.80"
C -1.064 3.164 -2.613 -0.0885 0.1591 -0.0101
C -0.717 2.025 -1.857 0.3373 -0.5309 -0.1035
C 0.655 1.870 -1.579 -0.9319 -0.3967 -0.3966
C 1.605 2.625 -2.264 -0.2198 -0.1573 1.2675
C 1.259 3.747 -2.984 -0.2266 -0.2018 0.1532
C -0.106 4.041 -3.107 0.2086 0.0286 -0.3479
C 2.929 2.089 -1.803 1.4617 0.7234 -5.3353
C 3.127 0.641 -2.157 -0.0846 0.0687 1.2967
C 2.115 -0.046 -1.487 -0.4975 -0.3849 -0.6512
C 1.890 -1.406 -1.759 -0.4549 0.5776 -0.2272
C 2.948 -2.079 -2.408 0.0196 0.0028 -0.0335
C 4.088 -1.411 -2.842 0.0402 -0.1841 -0.2218
C 4.164 -0.019 -2.772 -0.1028 -0.0288 -0.0034
H -2.128 3.375 -2.794 0.5377 -0.1316 0.1101
H 2.046 4.369 -3.376 -0.0621 0.3028 -0.1952
H -0.396 4.952 -3.629 -0.0589 -0.2997 0.1148
H 3.724 2.684 -2.228 0.6101 0.4729 1.0555
H 2.861 -3.161 -2.563 0.0368 0.4312 0.0657
H 4.923 -1.966 -3.264 -0.2677 0.0452 0.0253
H 5.006 0.551 -3.132 0.2012 -0.1446 -0.1446
N 1.373 0.940 -0.685 -2.0320 -1.8133 -1.1330
Ru 0.149 0.049 0.874 2.8767 1.7909 2.0255
C -1.797 1.019 -1.460 0.4535 0.3431 0.1816
H -1.594 0.015 -1.876 -0.1455 0.5355 0.0384
H -2.801 1.356 -1.794 0.6013 -0.1927 0.1807
C 0.558 -2.098 -1.491 0.3557 -0.1477 0.2773
H -0.284 -1.572 -1.980 0.4940 -0.2993 0.0841
H 0.567 -3.153 -1.830 0.0958 0.5795 0.0197
P -1.794 0.874 0.392 -4.2802 1.8071 -1.1146
P 0.237 -2.090 0.337 0.1964 -3.0868 -1.2594
C 1.707 -2.959 0.929 0.1868 -0.3671 0.2573
H 1.861 -2.764 1.990 0.0500 -0.0908 -0.0078
H 1.600 -4.035 0.776 0.0696 0.0017 0.0209
H 2.591 -2.610 0.395 -0.0694 0.0360 0.0290
C -1.113 -3.266 0.500 -0.2187 -0.3345 0.0267
H -0.814 -4.218 0.049 -0.1252 0.1002 0.0574
H -1.331 -3.418 1.559 -0.0904 -0.0134 -0.0667
H -2.007 -2.885 0.000 0.0925 -0.0893 0.0495
C -2.298 2.584 0.858 0.1561 -0.0912 -0.0078
H -3.140 2.941 0.244 0.2062 -0.1920 0.2330
H -2.581 2.589 1.920 0.0239 0.0289 -0.3175
H -1.436 3.250 0.721 -0.2700 -0.1209 0.0309
C -3.329 -0.048 0.715 -0.0672 -0.0452 0.0117
H -3.492 -0.060 1.799 0.0066 -0.1065 -0.1641
H -4.181 0.446 0.224 0.2289 -0.1705 0.1489
H -3.232 -1.078 0.350 -0.1075 0.2310 0.1303
H 2.447 1.762 -0.844 0.2686 0.3548 3.4596
H 0.057 1.593 1.244 -0.0327 0.6031 0.7760
Br -1.437 -3.869 4.886 0.1746 0.2519 0.0740
C -1.297 -2.019 4.485 1.2551 0.1856 -1.6789
C -2.019 -1.068 5.193 -0.8173 -0.8718 0.9370
C -1.909 0.254 4.769 1.0089 1.6302 -1.9885
C -1.168 0.567 3.620 -1.7724 1.2824 2.1268
N -0.561 -0.387 2.883 1.7297 0.8706 -2.0226
C -0.496 -1.636 3.401 -0.7491 -2.6212 1.3945
H -2.638 -1.358 6.035 0.1003 0.0994 -0.1671
H -2.415 1.072 5.272 0.1283 -0.1574 0.0930
H -1.057 1.595 3.254 -0.1135 -0.4469 0.4174
H 0.147 -2.359 2.900 -0.3261 0.1747 0.4282


# 3
67
Properties=species:S:1:pos:R:3:forces:R:3 method="wB97M-V/def2-TZVPD" homo_lumo_gap_ev=3.8 total_charge=-1 e_homo_ev=-1.82
Ga 0.583 0.167 -0.481 -0.3994 -0.0116 -1.9181
N -1.892 3.720 1.508 -0.0457 0.0413 -0.3863
C -1.555 3.224 2.740 0.3340 -0.5003 0.0467
C -1.922 3.580 4.025 -0.0569 0.0189 0.3319
C -1.372 2.837 5.060 -0.2753 0.3452 -0.1599
C -0.475 1.799 4.813 0.1848 -0.3054 -0.0067
C -0.101 1.440 3.532 0.0227 0.1642 -0.0189
C -0.655 2.158 2.475 -0.5893 0.7067 0.5384
N -0.472 2.034 1.132 -0.2475 1.1764 -0.8882
C -1.207 2.972 0.565 0.4838 -0.7758 2.0463
C -1.326 3.221 -0.833 -1.1400 1.2292 -1.4811
C -2.229 4.102 -1.418 0.6412 -0.6701 -0.2257
S -2.069 4.084 -3.137 0.4615 -0.4826 0.8520
C -0.777 2.911 -2.934 -0.7343 0.5699 -0.2033
N -0.528 2.578 -1.724 0.5684 -0.0065 -0.2055
H -2.513 4.487 1.320 0.0507 -0.0492 0.0430
H -2.599 4.403 4.220 -0.0518 -0.0118 0.0248
H -1.648 3.072 6.078 0.0242 0.0293 0.0632
H -0.063 1.262 5.656 0.0530 -0.0591 0.0422
H 0.613 0.658 3.327 0.1005 -0.1042 -0.0125
H -2.970 4.720 -0.958 -0.2048 0.1270 0.1885
H -0.271 2.525 -3.796 0.2529 -0.1387 -0.2120
O -1.874 -1.493 0.408 -0.5985 -0.3522 -0.9955
S -1.177 -1.181 1.668 -0.8779 -0.4503 1.6122
C -0.625 -2.819 2.341 0.3110 0.4584 0.2387
C -1.447 -3.173 3.569 -0.2135 -0.0626 -0.0927
C -2.833 -2.575 3.340 0.0589 -0.0901 0.1294
C -2.578 -1.141 2.928 0.5736 -0.0097 -0.2961
H 0.440 -2.719 2.531 0.0273 -0.1506 0.0010
H -0.773 -3.516 1.519 -0.0621 0.0538 -0.1300
H -1.001 -2.731 4.464 -0.0012 -0.0249 0.0110
H -1.493 -4.256 3.714 0.0590 0.0242 0.0446
H -3.462 -2.650 4.233 -0.0314 0.0212 -0.0690
H -3.329 -3.100 2.520 -0.0375 -0.0410 0.0091
H -2.235 -0.530 3.762 -0.0086 0.0896 0.1428
H -3.428 -0.670 2.444 0.0243 0.1835 -0.1412
O 1.318 -1.624 0.719 0.1175 -0.1504 -0.4719
S 2.528 -0.812 0.941 1.7142 -0.8149 0.8815
O 3.390 -0.919 -0.381 0.9633 -0.3167 1.0160
O 2.159 0.591 1.114 -0.1887 0.2913 -0.1675
O 3.352 -1.330 1.996 0.2939 -0.0876 0.0903
Cl -1.697 -5.112 -1.513 -0.0141 -0.3118 0.1815
C -1.404 -3.588 -2.271 -0.3346 0.0516 -0.5756
C -2.135 -3.232 -3.400 0.3774 0.3136 0.3484
C -1.886 -1.974 -3.942 -0.2054 -0.3878 -0.0606
C -0.942 -1.167 -3.345 0.2982 -0.0268 0.3528
N -0.215 -1.540 -2.293 -0.4186 -0.4855 -0.3569
C -0.441 -2.740 -1.764 0.2420 0.4197 -0.0791
H -2.865 -3.901 -3.827 -0.0736 -0.0735 0.0169
H -2.419 -1.645 -4.822 -0.0614 0.0765 -0.0556
H -0.742 -0.166 -3.700 -0.0054 0.1405 -0.1587
H 0.173 -2.994 -0.910 -0.0400 -0.1289 0.0629
C 2.871 1.529 -2.743 0.1589 -0.2808 -0.0227
C 3.423 0.102 -2.643 0.0824 -0.1598 0.3230
C 3.240 -0.603 -3.995 0.1017 0.1628 0.3760
C 4.921 0.186 -2.320 -0.3100 -0.0361 -0.0826
C 2.641 -0.686 -1.581 -1.6192 0.4560 -0.2902
H 3.409 2.104 -3.498 0.0617 0.2136 -0.1247
H 2.965 2.017 -1.775 -0.0469 0.1394 0.0863
H 1.813 1.488 -2.997 -0.1184 0.0580 -0.0234
H 3.665 -0.008 -4.800 0.0636 0.1234 -0.2106
H 2.183 -0.758 -4.193 -0.2241 -0.0636 -0.0670
H 3.735 -1.573 -3.982 0.0009 -0.1083 -0.0150
H 5.453 0.669 -3.141 0.1312 0.0910 -0.0769
H 5.337 -0.805 -2.160 0.0952 -0.1337 0.0045
H 5.067 0.760 -1.410 0.1213 0.0709 0.1239
H 2.366 -1.674 -1.970 0.1812 0.0155 0.0517


| no. | total energy (Eh) | strongest force on any atom (eV/A) |
| --- | --- | --- |
| 1 | -5358.9753 | 1.06 |
| 2 | -4392.5477 | 5.58 |
| 3 | -5106.7098 | 2.24 |